# 1
C17H15N3O4 | wB97M-V/def2-TZVPD

Geometry as ORCA input:
```
! RIJCOSX wB97M-V def2-TZVPD def2/J DEFGRID3
* xyz 0 1
N -4.117 -1.555 -1.271
C -5.019 -0.843 -0.506
C -6.270 -1.402 -0.229
C -7.198 -0.738 0.545
C -6.913 0.523 1.050
C -5.683 1.089 0.791
C -4.717 0.416 0.044
C -3.420 1.108 -0.116
O -3.285 2.317 -0.162
N -2.330 0.287 -0.209
N -1.062 0.843 -0.230
C 0.041 0.091 -0.099
O 0.015 -1.125 0.015
C 1.306 0.927 -0.121
O 1.223 2.162 -0.229
C 2.522 0.200 -0.012
C 3.733 0.849 -0.017
O 3.801 2.164 -0.132
C 5.020 0.155 0.081
C 6.181 0.827 -0.309
C 7.410 0.202 -0.237
C 7.501 -1.099 0.232
C 6.356 -1.770 0.633
C 5.123 -1.153 0.559
H -4.515 -2.328 -1.782
H -3.447 -1.021 -1.801
H -6.504 -2.374 -0.639
H -8.154 -1.198 0.743
H -7.644 1.054 1.639
H -5.431 2.067 1.171
H -2.332 -0.695 0.046
H -1.038 1.859 -0.273
H 2.444 -0.870 0.055
H 2.867 2.513 -0.199
H 6.100 1.839 -0.673
H 8.300 0.729 -0.546
H 8.462 -1.588 0.290
H 6.427 -2.780 1.007
H 4.243 -1.680 0.892
*
```

Largest force on an atom   0.86 eV Å⁻¹
Orbital gap   7.778 eV
SMILES string   Nc1ccccc1C(=O)NNC(=O)C(=O)/C=C(\O)c1ccccc1
LUMO energy   -0.679 eV

# 2
H14NO5 | wB97M-V/def2-TZVPD

Geometry as ORCA input:
```
! RIJCOSX wB97M-V def2-TZVPD def2/J DEFGRID3
* xyz 1 1
N 0.213 2.245 -0.918
H 0.183 3.106 -1.458
H 1.187 2.066 -0.667
H -0.364 2.268 -0.061
H -0.238 1.516 -1.550
H -2.140 -4.760 1.725
H -1.611 -3.666 2.649
O -1.388 -4.171 1.848
H -0.717 -0.480 -2.812
H -1.415 -0.024 -1.584
O -0.999 0.341 -2.380
H -0.396 2.437 2.064
H -0.879 1.064 2.593
O -0.824 1.609 1.798
H -0.711 -1.676 0.306
H -0.236 -2.793 -0.505
O -0.507 -1.868 -0.620
H 3.813 1.003 0.425
H 4.240 2.314 -0.216
O 3.458 1.802 0.011
*
```

Largest force on an atom   0.84 eV Å⁻¹
Orbital gap   11.211 eV
LUMO energy   -3.084 eV